Here is a molecular structure, C21H20CoF6N2O2Si from OMol25. Energies are from ωB97M-V/def2-TZVPD.

```
53
Properties=species:S:1:pos:R:3:mulliken_spin:R:1
Co 0.07 0.17 1.24 2.737
O -0.10 0.30 3.42 0.029
C -0.58 -0.84 4.10 -0.002
C -1.40 -1.67 3.14 0.013
C -2.22 -2.70 3.59 0.004
C -2.94 -3.42 2.67 -0.002
C -2.84 -3.09 1.32 0.002
C -2.01 -2.05 0.96 -0.001
N -1.29 -1.37 1.85 0.039
H 0.83 0.47 3.64 -0.002
H -1.20 -0.54 4.95 0.001
H 0.25 -1.44 4.49 0.000
H -2.28 -2.91 4.65 0.000
H -3.58 -4.23 2.99 0.000
H -3.40 -3.62 0.57 0.000
H -1.89 -1.72 -0.07 0.004
C 0.19 -0.71 -3.56 0.002
Si 0.61 -0.60 -1.75 0.023
C 3.54 -1.20 0.08 -0.001
C 0.74 -2.36 -1.12 0.010
N -0.46 0.23 -0.70 0.025
C -1.16 1.40 -1.00 0.001
C -1.43 1.91 -2.28 0.005
C -2.15 3.08 -2.47 -0.003
C -2.66 3.80 -1.39 0.005
C -2.42 3.33 -0.11 0.003
C -1.70 2.17 0.03 -0.010
F -1.47 1.72 1.33 0.014
H 0.81 -1.50 -3.99 0.000
H 0.40 0.20 -4.11 0.000
H -0.86 -0.98 -3.72 0.000
H 3.78 -1.82 -0.78 0.001
H 2.78 -1.68 0.70 0.001
H 4.07 0.73 -0.55 -0.001
H 1.61 -2.86 -1.54 0.000
H -0.14 -2.91 -1.45 0.002
H 0.79 -2.45 -0.03 -0.005
H -1.05 1.39 -3.14 0.001
H -2.32 3.43 -3.48 0.000
H -3.21 4.71 -1.55 0.000
H -2.77 3.85 0.77 0.000
F 2.21 2.04 -3.33 0.002
C 2.21 1.72 -2.03 0.027
C 2.03 2.62 -1.07 -0.021
F 1.82 3.91 -1.33 -0.001
C 1.94 2.19 0.33 0.084
F 1.19 2.99 1.13 0.000
C 2.33 0.96 0.68 -0.041
O 1.95 0.32 1.79 0.057
C 3.13 0.19 -0.37 -0.001
F 4.69 -1.09 0.87 0.000
C 2.36 0.24 -1.69 -0.001
F 3.17 -0.34 -2.69 0.000
```

Calculated values
Energy relative to the best compared isomer or geometry (same formula, charge and spin), kJ/mol: 89.9
Charge: 0
E_HOMO (alpha / beta), hartree: -0.266 / -0.263
Maximum force, eV Å⁻¹: 0.5
E_tot, eV: -90986.8738
HOMO-LUMO gap (alpha / beta), Eh: 0.262 / 0.256
LUMO (alpha / beta), eV: -0.1 / -0.2
Expectation value of S²: 3.760
Spin multiplicity: 4

***

Here is a single C6H12O molecule from OMol25. Energies are from ωB97M-V/def2-TZVPD.

```
19
Properties=species:S:1:pos:R:3:mulliken_charge:R:1
C 1.45 0.99 0.34 -1.464
C 0.73 -0.34 0.22 0.959
C 1.42 -1.39 -0.68 -1.434
O -0.07 -1.04 1.19 -0.599
C -0.73 -0.14 0.30 1.111
C -1.34 0.98 1.14 -1.509
C -1.50 -0.42 -0.95 -1.209
H 2.47 0.86 -0.02 0.389
H 1.43 1.47 1.32 0.329
H 0.95 1.69 -0.35 0.323
H 1.02 -1.40 -1.70 0.284
H 1.27 -2.39 -0.28 0.350
H 2.50 -1.25 -0.78 0.379
H -1.49 1.92 0.60 0.323
H -2.32 0.63 1.47 0.389
H -0.75 1.16 2.04 0.415
H -2.52 -0.78 -0.78 0.350
H -0.96 -1.10 -1.62 0.315
H -1.56 0.55 -1.46 0.298
```

Calculated values
Energy relative to the best compared isomer or geometry (same formula, charge and spin), kJ/mol: 179.6
SMILES string: CC1(C)OC1(C)C
Charge: 0
E_HOMO, hartree: -0.348
Maximum force, eV Å⁻¹: 0.5
E_tot, eV: -8462.4930
HOMO-LUMO gap, Eh: 0.383
LUMO, eV: 0.9

***

Here is a molecular structure, C25H24N4O2Pd from OMol25. Energies are from ωB97M-V/def2-TZVPD.

```
56
Properties=species:S:1:pos:R:3:mulliken_charge:R:1
Pd 0.12 0.01 0.42 0.585
C 2.57 1.91 -0.10 -1.096
C 3.24 0.84 -0.91 1.068
C 4.15 1.15 -1.92 -1.031
C 4.72 0.14 -2.68 -0.744
C 4.37 -1.18 -2.46 -0.842
C 3.46 -1.53 -1.47 1.097
C 3.05 -2.96 -1.29 -1.646
C 2.92 -0.51 -0.67 0.200
N 1.99 -0.78 0.35 0.414
C 2.29 -1.61 1.38 0.124
O 3.33 -2.22 1.58 -0.700
C 1.15 -1.70 2.39 0.000
C 1.15 -2.43 3.57 -0.510
C 0.02 -2.37 4.37 -0.219
C -1.09 -1.62 4.00 -0.554
C -1.03 -0.91 2.81 0.136
N 0.08 -0.98 2.09 -0.363
C -2.11 -0.02 2.21 -0.061
O -3.21 0.03 2.74 -0.701
N -1.66 0.66 1.13 0.497
C -2.52 1.55 0.44 -0.246
C -2.19 2.91 0.42 1.315
C -0.99 3.44 1.16 -1.678
C -3.00 3.78 -0.31 -0.779
C -4.09 3.31 -1.01 -0.779
C -4.40 1.96 -0.99 -0.870
C -3.62 1.06 -0.27 1.297
C -3.97 -0.40 -0.25 -1.492
H 2.87 2.91 -0.42 0.442
H 2.78 1.80 0.96 0.302
H 1.49 1.83 -0.23 0.042
H 4.40 2.19 -2.10 0.366
H 5.43 0.39 -3.46 0.404
H 4.80 -1.96 -3.08 0.392
H 3.31 -3.54 -2.18 0.481
H 1.97 -3.04 -1.12 0.231
H 3.54 -3.40 -0.42 0.294
H 2.03 -3.01 3.82 0.517
H 0.00 -2.92 5.30 0.441
H -2.00 -1.57 4.59 0.524
H -0.75 2.83 2.03 0.287
H -1.18 4.46 1.50 0.485
H -0.11 3.46 0.52 0.216
H -2.76 4.84 -0.32 0.426
H -4.72 4.00 -1.57 0.409
H -5.26 1.59 -1.54 0.384
H -4.68 -0.64 -1.04 0.436
H -4.41 -0.67 0.71 0.288
H -3.07 -1.01 -0.37 0.148
C -1.64 -1.99 -3.36 -1.101
C -0.95 -1.09 -2.45 0.467
N -0.40 -0.38 -1.74 -0.294
H -2.41 -1.44 -3.89 0.330
H -2.09 -2.80 -2.80 0.299
H -0.93 -2.40 -4.08 0.366
```

Calculated values
Energy relative to the best compared isomer or geometry (same formula, charge and spin), kJ/mol: 0.0
Charge: 0
E_HOMO, hartree: -0.295
Maximum force, eV Å⁻¹: 0.7
E_tot, eV: -39851.1426
HOMO-LUMO gap, Eh: 0.286
LUMO, eV: -0.2

***

Here is a gas-phase ion, C4HN2S2 (charge +1) at a distorted geometry from OMol25. Energies are from ωB97M-V/def2-TZVPD.

```
9
Properties=species:S:1:pos:R:3:mulliken_spin:R:1
C 0.51 0.67 -1.43 0.171
C -0.65 -0.38 1.53 0.395
C 1.39 -0.06 0.34 1.121
C -0.57 -0.18 -1.05 0.045
N 0.52 0.05 1.22 -0.038
N -0.42 0.31 -2.30 0.134
S -1.70 -0.69 0.04 0.039
S 2.01 1.06 -0.82 0.125
H -1.10 -0.77 2.46 0.010
```

Calculated values
Charge: +1
E_HOMO (alpha / beta), hartree: -0.428 / -0.565
Maximum force, eV Å⁻¹: 4.9
E_tot, eV: -28798.9771
HOMO-LUMO gap (alpha / beta), Eh: 0.228 / 0.298
LUMO (alpha / beta), eV: -5.4 / -7.3
Expectation value of S²: 2.038
Spin multiplicity: 3

***

Here is 9 unconnected molecules or ions with the total composition C33H78N23O13S at a distorted geometry from OMol25. Energies are from ωB97M-V/def2-TZVPD.

```
148
Properties=species:S:1:pos:R:3:mulliken_charge:R:1
C 6.18 -0.83 -0.95 -1.596
C 4.94 -1.66 -0.61 0.854
C 3.88 -1.66 -1.71 -0.918
C 3.34 -0.24 -2.00 -0.713
N 1.95 -0.10 -1.57 1.478
C 1.31 1.01 -1.01 -0.891
C 1.86 2.41 -1.42 -0.797
C 2.43 2.59 -2.82 -0.497
C 3.95 2.71 -2.96 -1.643
N 1.67 2.73 -3.81 -0.431
C -0.16 0.98 -1.61 -2.458
N -0.09 0.62 -3.03 -0.305
C -0.83 1.24 -3.76 0.369
S -1.76 2.09 -4.66 -0.341
N -1.10 0.17 -0.87 1.423
O -2.12 -0.36 -1.66 -0.362
C -3.37 0.31 -1.36 -0.082
C -4.20 -0.51 -0.39 0.625
C -5.48 0.24 -0.03 -1.373
C -0.56 -0.86 -0.02 -1.908
C 0.26 -0.17 1.05 -1.261
N 0.81 -1.05 2.05 1.749
C 0.13 -0.89 3.33 1.034
C -1.11 -1.67 3.67 -1.403
O 0.55 -0.07 4.09 -0.453
C 1.21 -2.38 1.66 0.044
C 0.25 -3.55 1.57 -1.644
O 2.37 -2.59 1.45 -0.351
N 1.22 0.93 0.58 1.586
C 0.84 2.21 1.27 -1.910
C -0.46 2.90 0.86 0.036
C -1.14 3.51 2.11 -0.632
C -2.38 4.35 1.68 -0.950
N -2.33 5.74 2.12 -0.695
C 2.63 0.61 1.01 0.948
C 3.07 0.95 2.43 -0.966
O 3.36 2.06 2.78 -0.586
O 3.22 -0.11 3.21 -0.046
H 7.06 -1.25 -0.48 0.347
H 6.34 -0.70 -2.02 0.332
H 6.09 0.17 -0.52 0.407
H 5.27 -2.68 -0.47 0.740
H 4.56 -1.34 0.36 -1.102
H 3.06 -2.30 -1.38 0.354
H 4.33 -2.09 -2.60 0.427
H 4.04 0.46 -1.55 -0.151
H 3.42 -0.07 -3.08 0.524
H 1.39 -0.90 -1.79 0.262
H 1.07 3.14 -1.33 0.337
H 2.63 2.75 -0.73 0.474
H 4.25 2.14 -3.83 0.318
H 4.16 3.75 -3.20 0.473
H 4.50 2.39 -2.09 0.380
H 2.17 2.87 -4.69 0.413
H -0.57 1.99 -1.60 1.719
H -3.13 1.25 -0.87 0.146
H -3.92 0.49 -2.28 0.345
H -4.48 -1.46 -0.85 -0.050
H -3.66 -0.67 0.54 -0.289
H -6.26 -0.49 0.18 0.302
H -5.84 0.84 -0.86 0.302
H -5.37 0.83 0.87 0.358
H -1.40 -1.31 0.50 0.879
H -0.07 -1.67 -0.57 -0.035
H -0.52 0.36 1.60 0.845
H -0.77 -2.66 4.01 0.312
H -1.63 -1.20 4.49 0.475
H -1.74 -1.86 2.81 0.134
H -0.79 -3.28 1.66 0.285
H 0.39 -3.94 0.56 0.392
H 0.55 -4.33 2.26 0.422
H 0.72 1.98 2.33 0.914
H 1.66 2.93 1.26 0.900
H -0.30 3.74 0.19 0.566
H -1.19 2.25 0.40 -0.430
H -1.39 2.72 2.82 0.420
H -0.41 4.19 2.55 0.429
H -3.26 3.86 2.07 0.422
H -2.39 4.37 0.59 0.477
H -1.56 6.24 1.71 0.235
H -2.17 5.74 3.13 0.155
H 2.86 -0.42 0.82 -0.784
H 3.32 1.16 0.37 1.401
H 3.32 0.22 4.12 0.244
C 6.67 -2.65 2.48 0.534
O 6.84 -3.47 1.59 -0.661
N 5.41 -2.19 2.79 0.008
N 7.69 -2.12 3.21 -0.376
H 5.22 -1.51 3.50 0.094
H 4.65 -2.56 2.25 0.077
H 8.62 -2.44 3.00 0.238
H 7.56 -1.44 3.94 0.145
C 4.39 -1.60 6.62 0.703
O 4.01 -0.61 6.01 -0.667
N 3.89 -2.85 6.35 -0.336
N 5.33 -1.55 7.60 -0.446
H 4.19 -3.68 6.82 0.170
H 3.20 -2.92 5.63 0.169
H 5.71 -0.65 7.83 0.229
H 5.65 -2.36 8.10 0.152
C -6.17 -3.01 1.87 0.634
O -5.77 -1.88 2.10 -0.625
N -5.45 -3.92 1.16 -0.216
N -7.39 -3.45 2.30 -0.431
H -5.76 -4.85 0.94 0.218
H -4.56 -3.63 0.81 0.095
H -7.95 -2.80 2.83 0.221
H -7.74 -4.37 2.13 0.154
C 1.41 -2.93 -5.13 0.300
O 1.28 -3.96 -5.76 -0.691
N 0.35 -2.20 -4.67 -0.226
N 2.64 -2.40 -4.82 -0.141
H 0.42 -1.35 -4.15 0.347
H -0.57 -2.56 -4.89 0.185
H 3.45 -2.91 -5.14 0.192
H 2.77 -1.55 -4.32 0.084
C -6.93 1.97 -3.78 0.702
O -6.84 1.17 -2.86 -0.630
N -7.15 1.58 -5.07 -0.429
N -6.83 3.32 -3.59 -0.399
H -7.23 2.22 -5.84 0.158
H -7.23 0.60 -5.24 0.215
H -6.68 3.64 -2.65 0.211
H -6.91 4.00 -4.33 0.167
C 2.26 0.96 -6.77 0.716
O 2.46 2.05 -6.26 -0.760
N 1.06 0.31 -6.65 -0.273
N 3.22 0.30 -7.49 -0.414
H 0.88 -0.59 -7.04 0.170
H 0.35 0.78 -6.12 0.028
H 4.11 0.75 -7.59 0.228
H 3.07 -0.60 -7.90 0.170
C -2.66 6.50 5.95 0.684
O -1.72 5.84 5.54 -0.643
N -2.71 6.98 7.23 -0.415
N -3.74 6.79 5.17 -0.299
H -3.47 7.52 7.59 0.159
H -1.93 6.78 7.83 0.219
H -3.72 6.44 4.23 0.181
H -4.53 7.33 5.48 0.175
C -4.84 -5.54 -2.07 0.774
O -5.42 -5.76 -1.01 -0.693
N -3.49 -5.72 -2.21 -0.408
N -5.49 -5.09 -3.18 -0.416
H -2.99 -5.55 -3.06 0.159
H -2.98 -6.06 -1.41 0.199
H -6.48 -4.95 -3.10 0.214
H -5.04 -4.91 -4.05 0.162
```

Calculated values
Charge: +1
E_HOMO, hartree: -0.407
Maximum force, eV Å⁻¹: 2.4
E_tot, eV: -107210.8811
HOMO-LUMO gap, Eh: 0.332
LUMO, eV: -2.0

***

Here is a single C16H23N3O molecule from OMol25. Energies are from ωB97M-V/def2-TZVPD.

```
43
Properties=species:S:1:pos:R:3:mulliken_charge:R:1
C -4.06 -2.04 -0.21 -1.484
C -2.83 -1.14 -0.17 0.147
C -3.16 0.26 -0.70 -1.123
C -1.94 1.15 -0.59 0.568
O -1.12 1.28 -1.48 -0.647
N -1.86 1.84 0.58 -0.120
C -0.71 2.65 0.90 -0.729
C 0.25 1.95 1.89 -0.929
C 0.63 0.61 1.37 0.390
N -0.14 -0.43 1.51 -0.608
C 0.51 -1.47 0.88 0.426
C 0.15 -2.80 0.73 -0.522
C 1.02 -3.62 0.05 -0.575
C 2.22 -3.15 -0.48 -0.725
C 2.60 -1.83 -0.34 -0.975
C 1.73 -0.99 0.35 1.043
N 1.79 0.34 0.68 0.415
C 2.90 1.22 0.41 -1.202
C 2.67 2.18 -0.76 -0.112
C 2.19 1.45 -2.02 -0.974
H -4.44 -2.14 -1.23 0.346
H -4.85 -1.64 0.42 0.348
H -3.81 -3.04 0.15 0.384
H -2.45 -1.07 0.85 0.247
H -2.04 -1.57 -0.79 0.291
H -3.99 0.69 -0.13 0.379
H -3.44 0.20 -1.75 0.394
H -2.44 1.55 1.35 0.279
H -1.04 3.60 1.33 0.310
H -0.21 2.84 -0.05 0.285
H -0.27 1.81 2.84 0.449
H 1.12 2.58 2.04 0.308
H -0.78 -3.17 1.14 0.451
H 0.77 -4.67 -0.09 0.387
H 2.87 -3.83 -1.01 0.391
H 3.53 -1.47 -0.75 0.313
H 3.13 1.80 1.32 0.304
H 3.76 0.58 0.19 0.479
H 3.61 2.69 -0.96 0.428
H 1.93 2.93 -0.49 0.124
H 2.87 0.64 -2.28 0.294
H 1.20 1.05 -1.88 0.139
H 2.16 2.15 -2.86 0.406
```

Calculated values
Energy relative to the best compared isomer or geometry (same formula, charge and spin), kJ/mol: 5.8
SMILES string: CCCC(=O)NCCc1nc2ccccc2n1CCC
Charge: 0
E_HOMO, hartree: -0.306
Maximum force, eV Å⁻¹: 0.7
E_tot, eV: -23484.7589
HOMO-LUMO gap, Eh: 0.336
LUMO, eV: 0.8

***

Question: Number 1 is which compound?
Answer: C21H20CoF6N2O2Si